[1]
{
  "formula": "C2H7N5",
  "method": "ωB97M-V with the def2-TZVPD basis set",
  "max_force_ha_per_bohr": 0.0638,
  "homo_lumo_gap_ev": [7.41, 8.39],
  "mol_weight_g_mol": 101.113,
  "symbols": ["N", "N", "N", "C", "C", "N", "N", "H", "H", "H", "H", "H", "H", "H"],
  "positions_angstrom": [[-0.381, 0.560, 0.779], [-1.029, 1.804, 0.569], [1.605, -0.882, 1.314], [-0.626, -0.115, -1.093], [-0.691, -1.342, -1.609], [0.557, 0.344, -0.215], [1.527, -0.463, 0.029], [-1.703, 1.902, 1.318], [-0.365, 2.574, 0.617], [1.050, -0.339, 1.974], [2.549, -1.136, 1.561], [-1.179, 0.733, -1.455], [-0.050, -2.144, -1.280], [-1.263, -1.497, -2.510]]
}

***

[2]
{
  "formula": "CH6O2",
  "method": "ωB97M-V with the def2-TZVPD basis set",
  "max_force_ha_per_bohr": 0.1002,
  "homo_lumo_gap_ev": 9.88,
  "smiles": "[H][H].C=O.O",
  "mol_weight_g_mol": 50.057,
  "symbols": ["H", "H", "C", "O", "H", "H", "O", "H", "H"],
  "positions_angstrom": [[-0.488, 1.036, 0.446], [-0.024, 1.553, 0.788], [-1.150, -0.210, 0.018], [-0.678, -0.533, -1.073], [-0.961, -0.820, 0.927], [-2.191, 0.139, -0.004], [1.795, -0.265, -0.048], [2.528, -0.814, -0.280], [1.169, -0.086, -0.773]]
}

***

[3]
{
  "formula": "C5H6O2",
  "method": "ωB97M-V with the def2-TZVPD basis set",
  "max_force_ha_per_bohr": 0.0114,
  "homo_lumo_gap_ev": 10.82,
  "smiles": "C#C[C@H](C=O)CO",
  "mol_weight_g_mol": 98.101,
  "symbols": ["C", "C", "C", "C", "O", "C", "O", "H", "H", "H", "H", "H", "H"],
  "positions_angstrom": [[-0.804, 2.549, -0.085], [-0.678, 1.353, -0.029], [-0.472, -0.094, 0.029], [-0.025, -0.459, 1.438], [0.991, -1.072, 1.667], [0.537, -0.590, -1.021], [0.679, -1.986, -0.967], [-0.918, 3.609, -0.117], [-1.429, -0.606, -0.140], [-0.693, -0.126, 2.259], [1.493, -0.067, -0.875], [0.172, -0.340, -2.020], [1.146, -2.170, -0.139]]
}

***

[4]
{
  "formula": "C19H48O11V",
  "method": "ωB97M-V with the def2-TZVPD basis set",
  "max_force_ha_per_bohr": 0.0733,
  "homo_lumo_gap_ev": 6.27,
  "total_charge": -1,
  "mol_weight_g_mol": 503.526,
  "symbols": ["O", "V", "O", "C", "O", "O", "O", "C", "C", "C", "O", "H", "H", "H", "H", "H", "H", "H", "H", "C", "C", "C", "O", "H", "H", "H", "H", "H", "H", "H", "H", "C", "C", "C", "O", "H", "H", "H", "H", "H", "H", "H", "H", "C", "C", "C", "O", "H", "H", "H", "H", "H", "H", "H", "H", "C", "C", "C", "O", "H", "H", "H", "H", "H", "H", "H", "H", "C", "C", "C", "O", "H", "H", "H", "H", "H", "H", "H", "H"],
  "positions_angstrom": [[-0.462, 27.441, 32.057], [-0.496, 27.162, 30.504], [-1.910, 26.450, 30.151], [1.236, 27.651, 28.647], [1.275, 28.206, 29.815], [2.147, 27.856, 27.793], [0.242, 26.851, 28.400], [-4.546, 25.913, 27.893], [-5.473, 24.783, 27.520], [-6.943, 25.103, 27.777], [-5.273, 24.496, 26.133], [-3.505, 25.709, 27.647], [-4.565, 26.048, 28.978], [-4.844, 26.879, 27.481], [-5.208, 23.895, 28.106], [-7.141, 25.683, 28.679], [-7.574, 24.210, 27.761], [-7.342, 25.716, 26.960], [-5.689, 23.657, 25.914], [0.621, 30.479, 32.947], [-0.384, 31.603, 32.911], [0.204, 32.997, 33.182], [-1.064, 31.595, 31.663], [0.105, 29.518, 32.934], [1.228, 30.517, 33.850], [1.231, 30.590, 32.047], [-1.107, 31.484, 33.735], [0.739, 32.983, 34.137], [-0.575, 33.751, 33.297], [0.953, 33.238, 32.425], [-1.743, 32.275, 31.672], [-4.732, 25.291, 31.752], [-4.974, 24.878, 33.195], [-3.638, 24.687, 33.908], [-5.648, 25.944, 33.895], [-5.671, 25.319, 31.175], [-3.996, 24.709, 31.203], [-4.511, 26.359, 31.663], [-5.671, 24.036, 33.267], [-3.178, 23.740, 33.630], [-3.736, 24.781, 34.991], [-2.973, 25.515, 33.654], [-6.574, 25.930, 33.636], [-2.209, 28.869, 27.871], [-2.458, 29.669, 29.122], [-3.784, 29.358, 29.841], [-1.429, 29.310, 30.074], [-2.992, 29.031, 27.124], [-2.215, 27.801, 28.088], [-1.239, 29.155, 27.467], [-2.385, 30.735, 28.874], [-3.795, 29.637, 30.890], [-4.036, 28.305, 29.710], [-4.600, 29.887, 29.323], [-1.269, 30.065, 30.662], [2.634, 27.589, 33.162], [3.779, 26.576, 33.144], [3.838, 25.732, 34.409], [3.520, 25.713, 32.035], [1.684, 27.111, 33.405], [2.540, 28.123, 32.217], [2.771, 28.328, 33.958], [4.724, 27.126, 33.090], [4.525, 24.896, 34.256], [2.857, 25.396, 34.753], [4.233, 26.261, 35.285], [4.323, 25.199, 31.890], [0.740, 23.400, 32.375], [0.745, 23.905, 30.932], [-0.591, 23.653, 30.237], [0.885, 25.331, 31.045], [0.569, 22.321, 32.476], [-0.067, 23.891, 32.918], [1.698, 23.601, 32.861], [1.543, 23.456, 30.335], [-1.445, 23.970, 30.839], [-0.756, 22.580, 30.107], [-0.591, 24.246, 29.323], [1.719, 25.497, 31.516]]
}

***

[5]
{
  "formula": "C4H6Br2N2",
  "method": "ωB97M-V with the def2-TZVPD basis set",
  "max_force_ha_per_bohr": 0.0453,
  "homo_lumo_gap_ev": [7.34, 7.34],
  "smiles": "CC1=CN(Br)CN1Br",
  "mol_weight_g_mol": 241.914,
  "symbols": ["C", "C", "C", "N", "Br", "C", "N", "Br", "H", "H", "H", "H", "H", "H"],
  "positions_angstrom": [[-1.500, 1.395, -0.299], [-0.574, 0.295, -0.179], [-0.537, -0.978, -0.581], [0.492, -1.719, -0.028], [1.719, -2.937, -1.148], [1.288, -0.714, 0.753], [0.440, 0.560, 0.798], [1.414, 2.210, 0.537], [-0.881, 2.195, -0.661], [-1.885, 1.701, 0.725], [-2.322, 1.274, -0.944], [-1.298, -1.563, -1.074], [1.351, -1.038, 1.730], [2.293, -0.682, 0.370]]
}

***

[6]
{
  "formula": "C7H7FN2",
  "method": "ωB97M-V with the def2-TZVPD basis set",
  "max_force_ha_per_bohr": 0.1031,
  "homo_lumo_gap_ev": [8.84, 8.84],
  "mol_weight_g_mol": 138.145,
  "symbols": ["C", "C", "C", "C", "C", "C", "C", "N", "N", "F", "H", "H", "H", "H", "H", "H", "H"],
  "positions_angstrom": [[-2.028, -0.221, -0.426], [-1.756, -0.153, 0.908], [-1.105, 0.137, -1.430], [-0.443, 0.124, 1.339], [0.137, 0.511, -1.032], [0.542, 0.401, 0.283], [1.855, 0.508, 0.721], [2.463, 0.697, 1.767], [2.787, -0.232, -0.826], [4.138, -0.270, -0.408], [-3.030, -0.345, -0.795], [-2.257, -0.726, 1.732], [-1.264, -0.041, -2.496], [-0.225, 0.188, 2.436], [0.756, 0.935, -1.786], [3.444, 0.579, 1.825], [2.341, -1.120, -0.893]]
}

***

[7]
{
  "formula": "C2H5ClO2",
  "method": "ωB97M-V with the def2-TZVPD basis set",
  "max_force_ha_per_bohr": 0.0828,
  "homo_lumo_gap_ev": 9.35,
  "mol_weight_g_mol": 96.513,
  "symbols": ["C", "C", "O", "O", "Cl", "H", "H", "H", "H", "H"],
  "positions_angstrom": [[-0.318, -0.098, 0.555], [0.700, 0.464, -0.339], [1.164, -0.164, -1.376], [-0.309, 1.887, -1.161], [0.391, 2.550, -2.486], [-0.296, -1.243, 0.621], [-0.163, 0.006, 1.574], [-1.380, 0.377, 0.329], [1.435, 1.136, -0.029], [0.456, -0.886, -1.613]]
}

***

[8]
{
  "formula": "CH2N2O3S",
  "method": "ωB97M-V with the def2-TZVPD basis set",
  "max_force_ha_per_bohr": 0.1241,
  "homo_lumo_gap_ev": 10.03,
  "mol_weight_g_mol": 122.105,
  "symbols": ["C", "N", "N", "O", "O", "O", "S", "H", "H"],
  "positions_angstrom": [[-0.343, -2.050, -1.210], [-1.476, -1.953, -1.050], [1.159, 0.731, 1.380], [0.756, -2.366, -1.382], [0.033, 1.135, 1.954], [0.845, 2.566, -0.226], [1.706, 1.505, 0.182], [-0.369, 1.798, 1.448], [-2.309, -1.367, -1.096]]
}

***

[9]
{
  "formula": "C24H32N6O2",
  "method": "ωB97M-V with the def2-TZVPD basis set",
  "max_force_ha_per_bohr": 0.2767,
  "homo_lumo_gap_ev": 7.97,
  "mol_weight_g_mol": 436.560,
  "symbols": ["C", "C", "C", "C", "C", "C", "C", "H", "C", "H", "H", "H", "N", "C", "O", "C", "C", "H", "C", "N", "C", "H", "C", "C", "H", "H", "H", "C", "C", "C", "H", "H", "H", "H", "H", "H", "H", "H", "C", "N", "N", "N", "N", "C", "H", "H", "C", "H", "C", "H", "C", "H", "C", "H", "O", "H", "H", "H", "H", "H", "H", "H", "H", "H"],
  "positions_angstrom": [[-5.808, 0.982, -4.646], [-4.849, 1.300, -3.721], [-3.796, 0.412, -3.472], [-2.711, 0.821, -2.492], [-2.766, 2.019, -1.873], [-3.915, 2.874, -1.863], [-4.799, 2.593, -2.752], [-5.707, 2.949, -3.125], [-4.127, 3.951, -1.121], [-4.274, 3.847, -0.069], [-3.402, 4.570, -1.099], [-5.027, 4.385, -1.377], [-1.837, 2.345, -0.891], [-0.871, 1.501, -0.365], [0.000, 1.878, 0.355], [-0.587, 0.413, -1.100], [-1.499, 0.172, -2.215], [-1.352, -0.800, -2.712], [0.494, -0.608, -1.066], [0.658, -1.180, 0.395], [-0.529, -1.693, 0.748], [-1.250, -0.778, 1.045], [-0.493, -2.244, 2.306], [-1.800, -2.539, 2.976], [-1.669, -3.247, 3.692], [-2.528, -1.735, 2.789], [-2.165, -3.216, 2.097], [0.442, -3.504, 2.209], [1.908, -2.856, 1.660], [1.565, -2.256, 0.193], [2.486, -2.105, -0.272], [1.253, -3.180, -0.582], [2.489, -3.788, 1.476], [2.411, -2.098, 2.126], [0.768, -3.695, 3.186], [-0.038, -4.306, 1.689], [0.028, -1.493, 2.688], [-1.145, -2.260, 0.362], [1.792, 0.340, -1.186], [2.240, 0.623, -2.246], [3.189, 1.671, -2.206], [3.512, 1.735, -0.741], [2.691, 1.016, -0.270], [2.686, 1.116, 1.096], [2.124, 0.005, 1.476], [1.948, 1.967, 1.340], [3.992, 1.171, 1.604], [4.442, 2.137, 1.220], [4.817, -0.314, 1.193], [5.639, 0.005, 0.600], [5.482, -0.683, 2.526], [5.669, -1.752, 2.572], [4.326, -0.213, 3.438], [4.857, 0.177, 4.576], [3.896, 1.223, 3.081], [3.527, -0.824, 3.854], [6.521, -0.090, 2.636], [4.249, -0.970, 0.959], [0.551, -1.299, -1.801], [-2.248, 3.331, -0.033], [-3.469, -0.417, -4.120], [-6.794, 0.899, -4.197], [-5.519, -0.046, -5.251], [-5.678, 1.760, -5.294]]
}

***

[10]
{
  "formula": "C48H61BNO6S",
  "method": "ωB97M-V with the def2-TZVPD basis set",
  "max_force_ha_per_bohr": 0.0586,
  "homo_lumo_gap_ev": 7.24,
  "total_charge": -1,
  "mol_weight_g_mol": 790.896,
  "symbols": ["C", "C", "C", "C", "O", "B", "C", "C", "C", "C", "O", "O", "N", "C", "C", "C", "O", "S", "C", "O", "O", "H", "H", "H", "H", "H", "H", "H", "H", "H", "H", "H", "H", "H", "H", "H", "H", "H", "H", "H", "H", "H", "H", "H", "H", "H", "C", "C", "C", "C", "C", "C", "H", "H", "H", "H", "H", "H", "C", "C", "C", "C", "C", "C", "H", "H", "H", "H", "H", "H", "C", "C", "C", "C", "C", "C", "H", "H", "H", "H", "H", "H", "C", "C", "C", "C", "C", "C", "H", "H", "H", "H", "H", "H", "C", "C", "C", "C", "C", "C", "H", "H", "H", "H", "H", "H", "C", "C", "C", "C", "C", "C", "H", "H", "H", "H", "H", "H"],
  "positions_angstrom": [[0.045, -1.529, 3.144], [-0.076, -2.454, 1.896], [-0.248, -1.628, 0.623], [-1.699, -1.213, 0.356], [-1.673, -0.402, -0.768], [-2.930, 0.120, -1.361], [-4.344, -0.529, -0.926], [-5.131, 0.151, 0.219], [-4.892, -0.459, 1.636], [-4.378, 0.587, 2.559], [-3.324, 0.615, 3.077], [-5.278, 1.593, 2.772], [-2.875, 1.667, -1.304], [-2.576, 2.184, 0.042], [-1.952, 2.264, -2.194], [-0.456, 2.115, -1.964], [-2.302, 2.927, -3.100], [-2.792, -0.500, -3.241], [-1.087, -0.668, -3.794], [-3.273, -1.888, -3.212], [-3.613, 0.259, -4.179], [0.079, -0.507, 2.788], [-0.853, -1.643, 3.744], [0.933, -1.763, 3.714], [0.886, -2.957, 1.800], [-0.822, -3.234, 2.020], [0.385, -0.746, 0.691], [0.074, -2.211, -0.241], [-2.019, -0.699, 1.267], [-2.245, -2.150, 0.228], [-4.983, -0.412, -1.801], [-4.324, -1.604, -0.780], [-6.182, -0.044, 0.015], [-5.071, 1.230, 0.216], [-4.275, -1.346, 1.621], [-5.855, -0.756, 2.043], [-5.306, 1.788, 3.717], [-3.404, 2.829, 0.348], [-2.494, 1.424, 0.815], [-1.686, 2.810, 0.101], [-0.023, 2.943, -1.418], [-0.222, 1.187, -1.445], [0.026, 2.052, -2.930], [-0.392, -0.775, -2.971], [-0.789, 0.199, -4.377], [-1.016, -1.536, -4.438], [4.892, 1.862, 1.094], [4.577, 1.638, -0.239], [3.363, 1.055, -0.579], [2.460, 0.706, 0.416], [2.775, 0.934, 1.748], [3.992, 1.508, 2.088], [5.842, 2.312, 1.358], [5.280, 1.917, -1.014], [3.120, 0.873, -1.619], [1.512, 0.255, 0.152], [2.069, 0.661, 2.524], [4.239, 1.680, 3.129], [4.305, -3.423, 3.423], [4.321, -2.045, 3.593], [4.700, -1.500, 4.812], [5.072, -2.332, 5.859], [5.059, -3.710, 5.688], [4.672, -4.255, 4.472], [4.006, -3.847, 2.473], [4.037, -1.396, 2.774], [4.706, -0.425, 4.946], [5.371, -1.907, 6.809], [5.350, -4.359, 6.505], [4.657, -5.329, 4.340], [8.740, -0.710, -1.745], [7.460, -0.186, -1.858], [6.781, -0.264, -3.065], [7.379, -0.875, -4.159], [8.658, -1.402, -4.045], [9.340, -1.317, -2.840], [9.271, -0.646, -0.803], [6.990, 0.285, -1.004], [5.784, 0.150, -3.154], [6.847, -0.941, -5.100], [9.124, -1.881, -4.898], [10.340, -1.724, -2.753], [-10.959, -0.923, -0.909], [-10.243, -0.027, -1.691], [-8.969, -0.356, -2.135], [-8.416, -1.585, -1.804], [-9.133, -2.483, -1.026], [-10.403, -2.151, -0.574], [-11.951, -0.665, -0.559], [-10.677, 0.930, -1.953], [-8.407, 0.345, -2.740], [-7.423, -1.842, -2.155], [-8.700, -3.442, -0.769], [-10.961, -2.849, 0.038], [9.630, 0.754, 4.480], [9.314, 0.532, 3.147], [8.099, -0.047, 2.808], [7.196, -0.397, 3.802], [7.511, -0.173, 5.135], [8.729, 0.399, 5.475], [10.579, 1.203, 4.745], [10.016, 0.811, 2.371], [7.855, -0.225, 1.768], [6.246, -0.844, 3.537], [6.805, -0.445, 5.910], [8.976, 0.569, 6.515], [-5.456, 3.684, -3.839], [-5.598, 2.592, -4.686], [-6.594, 2.598, -5.656], [-7.440, 3.694, -5.786], [-7.294, 4.785, -4.942], [-6.304, 4.778, -3.966], [-4.682, 3.676, -3.084], [-4.934, 1.737, -4.587], [-6.711, 1.744, -6.313], [-8.213, 3.696, -6.547], [-7.951, 5.642, -5.043], [-6.193, 5.628, -3.303]]
}

***

[11]
{
  "formula": "C6H15NP",
  "method": "ωB97M-V with the def2-TZVPD basis set",
  "max_force_ha_per_bohr": 0.0205,
  "homo_lumo_gap_ev": [6.03, 8.84],
  "total_charge": 1,
  "mol_weight_g_mol": 132.167,
  "symbols": ["C", "C", "C", "C", "C", "C", "N", "P", "H", "H", "H", "H", "H", "H", "H", "H", "H", "H", "H", "H", "H", "H", "H"],
  "positions_angstrom": [[0.300, -0.863, 1.040], [-0.716, -0.754, -0.110], [-1.283, 1.610, 0.119], [1.285, 0.255, 1.121], [-2.939, 0.054, -0.748], [3.309, -0.627, -0.771], [-1.780, 0.254, 0.165], [2.275, 0.797, -0.210], [-0.235, -0.946, 1.988], [0.830, -1.807, 0.884], [-0.201, -0.450, -1.024], [-1.193, -1.724, -0.269], [-1.777, 2.308, 0.766], [-0.976, 1.942, -0.855], [1.118, 0.977, 1.905], [-3.395, -0.921, -0.592], [-3.677, 0.831, -0.560], [-2.608, 0.139, -1.781], [3.983, -0.929, 0.030], [3.895, -0.310, -1.632], [2.690, -1.469, -1.069], [-2.122, 0.087, 1.118], [3.216, 1.547, 0.487]]
}

***

[12]
{
  "formula": "H3NOS2",
  "method": "ωB97M-V with the def2-TZVPD basis set",
  "max_force_ha_per_bohr": 0.0532,
  "homo_lumo_gap_ev": [8.03, 8.70],
  "mol_weight_g_mol": 97.164,
  "symbols": ["N", "O", "S", "S", "H", "H", "H"],
  "positions_angstrom": [[0.398, 0.097, 0.705], [-0.918, 0.099, 0.855], [1.074, 1.192, -0.323], [-1.913, 0.106, -0.514], [0.486, -1.659, -0.100], [2.216, 1.207, 0.376], [-1.343, -1.043, -0.999]]
}